Entry 1:
{
  "formula": "C37H28CsN8O4PS",
  "method": "ωB97M-V/def2-TZVPD",
  "homo_ev": [0.0, -0.5],
  "orbital_gap_ev": [3.6185, 4.1773],
  "e_lumo_ha": [0.133, 0.134],
  "charge": -2,
  "e_tot_ev": -79606.635,
  "elements": ["O", "H", "C", "H", "O", "H", "C", "H", "C", "H", "H", "C", "C", "C", "C", "H", "C", "C", "H", "H", "C", "H", "N", "C", "C", "H", "C", "H", "C", "C", "C", "N", "C", "C", "C", "C", "C", "N", "S", "C", "H", "O", "H", "H", "H", "C", "H", "C", "H", "C", "C", "C", "C", "N", "N", "N", "N", "C", "H", "C", "Cs", "H", "C", "H", "P", "H", "H", "C", "H", "C", "O", "C", "H", "H", "C", "C", "N", "H", "C", "H"],
  "coordinates": [[-1.61314, -1.13486, -2.30529], [-1.90332, 5.93736, 4.19856], [0.59723, 1.67429, -2.20166], [-2.77590, -2.64622, -7.21560], [-2.68593, -0.46009, -0.28087], [-0.32471, 2.26671, -2.07687], [1.41316, -4.27403, 3.21466], [-2.17379, 2.11841, -5.32258], [1.74617, -0.29009, -3.01854], [6.64197, 0.03184, 4.49111], [-5.53726, 2.97959, -2.72403], [-2.32591, 1.02007, -3.45596], [-2.73314, 1.98646, -4.38200], [5.04544, -1.30912, 4.01960], [-2.80603, 2.08015, 3.52173], [4.14636, 0.86778, 1.02834], [-3.07813, 0.73732, -2.32901], [4.43513, 0.27591, 1.89531], [-2.51599, 1.47295, 1.47556], [-4.16801, 3.53585, -4.75503], [0.11828, -0.42717, -5.90620], [-4.87478, 1.25443, -1.17192], [4.26229, 3.09362, 5.78304], [-0.01200, -4.46777, 2.83772], [-4.24043, 1.44669, -2.06892], [-1.13916, -1.67830, -8.82593], [-1.84000, 3.42762, 1.95820], [-2.53051, 3.40822, 5.22941], [5.77685, -0.17843, 3.80706], [-1.72539, -4.37800, 1.33496], [-4.60905, 2.43701, -2.92843], [-2.43402, 2.20944, 2.18985], [3.21444, 2.93323, 5.26062], [-1.32331, 5.38405, 3.43823], [-1.78305, -1.88817, -5.43178], [-1.91892, -2.09237, -6.80865], [1.82603, 2.11015, -1.65255], [-1.85078, 4.05176, 3.24980], [-1.18511, 3.91793, 0.52296], [-1.89724, -5.93809, 3.14834], [-0.10316, -5.95021, 4.38075], [1.75981, -5.30002, 3.87752], [3.94656, 1.73697, -1.40576], [-3.23060, 1.16513, 3.94687], [0.82010, 0.30577, -5.54631], [3.34044, -2.98273, 3.34594], [-2.43347, -2.41602, -4.75540], [1.45358, 2.02350, 4.02376], [-1.27837, 5.92211, 2.48309], [2.99342, 1.34588, -1.75887], [-0.66223, -5.52746, 3.55534], [-1.00773, -1.57082, -7.73197], [-3.89091, 2.72309, -4.10205], [0.78489, 1.42835, 3.28376], [2.00153, 2.86308, 4.84485], [2.08755, -3.15269, 2.90155], [3.67205, -0.79888, 2.15372], [-2.54120, -0.30901, -1.47657], [1.64255, -1.29449, -3.43884], [2.94052, 0.15878, -2.48513], [0.28947, -0.83523, 1.49087], [6.04363, 1.60458, 2.61064], [5.49551, 0.66493, 2.74214], [-2.07242, -3.89088, 0.40650], [-0.99333, -0.14872, -3.47427], [5.25970, -2.00487, 4.83770], [-2.44984, -6.68516, 3.69343], [0.53322, 0.42425, -2.88149], [3.85323, -0.45074, -2.57568], [-0.84182, -0.97467, -5.01644], [3.99005, -3.78254, 4.04084], [4.00189, -1.63826, 3.12374], [-0.27863, 5.35865, 3.80694], [0.75449, -0.30242, -7.90002], [-2.44915, -5.36596, 2.00121], [0.01723, -0.73451, -7.24060], [-0.56254, -3.90910, 1.80118], [-3.54307, -5.50126, 1.70617], [-2.42116, 3.19125, 4.17893], [1.85987, 3.11416, -1.19134]],
  "forces_ev_per_angstrom": [[-0.05, 0.93, 0.46], [0.01, -0.26, -0.49], [0.41, -0.34, 0.24], [0.39, -0.08, 0.37], [0.20, -1.03, 1.21], [0.62, -0.22, -0.05], [1.38, -1.77, 2.19], [-0.22, 0.08, 0.58], [-0.90, -0.85, 0.21], [-1.04, 0.02, -0.67], [0.32, -0.05, -0.07], [0.64, 0.38, -1.32], [0.07, -0.30, 0.06], [-0.56, -1.20, -0.14], [0.14, -0.65, 0.28], [0.00, -0.01, 0.20], [0.58, -2.06, 2.27], [0.28, 0.23, 1.31], [0.04, 0.69, 0.34], [-0.22, 0.01, -0.09], [-0.77, -0.49, -0.82], [0.74, 0.00, -0.76], [-1.37, -0.19, -0.97], [-0.98, -1.60, 0.58], [-1.57, 0.85, 1.25], [-0.01, -0.09, 0.84], [-0.22, -0.64, 2.30], [0.14, 0.18, -0.15], [1.46, 0.71, 0.92], [-0.61, 0.10, 0.13], [-0.93, 0.26, 0.14], [-0.09, 0.16, 0.06], [2.42, 0.03, 1.38], [0.78, 0.31, 0.73], [-1.48, -1.06, -1.85], [-0.12, -0.25, -0.56], [-0.68, 0.49, -0.17], [-0.02, -0.62, -2.34], [0.05, 0.51, -0.17], [-0.39, 0.17, -0.24], [-0.37, -0.01, -0.11], [0.95, 1.86, -1.05], [-0.27, -0.17, 0.13], [0.21, 0.54, -0.45], [0.25, 0.04, 0.00], [0.38, -1.12, 1.58], [-0.16, 0.17, 0.24], [0.24, 0.78, 0.26], [-0.37, -0.29, 0.21], [-0.46, 0.56, -0.68], [0.48, 0.84, -0.24], [-0.66, 0.08, -0.39], [1.01, -0.12, -0.55], [-0.23, -0.47, -0.20], [-1.10, 0.10, -0.29], [-1.27, 0.19, -0.86], [0.01, -0.26, -1.14], [-0.56, 1.61, -2.30], [0.43, 0.35, -0.14], [0.44, -0.44, 0.21], [0.22, -0.18, -0.28], [-0.23, -0.48, -0.16], [-0.71, -0.12, -0.80], [-0.08, -0.33, 0.63], [-1.10, -1.32, -1.03], [-0.06, 0.33, -0.44], [-0.08, -0.18, 0.15], [1.74, 1.87, 0.59], [-0.56, 0.26, -0.04], [2.08, 1.48, 2.36], [-0.05, 0.68, -0.74], [0.86, 0.83, 0.73], [-0.41, -0.22, -0.13], [0.03, 0.04, -0.30], [-1.57, 0.93, -0.84], [0.88, 0.27, 0.43], [0.06, 0.54, -1.28], [1.76, -0.31, 0.24], [-0.16, 0.07, -0.46], [-0.06, -0.78, -0.07]]
}

Entry 2:
{
  "formula": "C62H70F6N5",
  "method": "ωB97M-V/def2-TZVPD",
  "homo_ev": -8.0,
  "orbital_gap_ev": 3.8515,
  "e_lumo_ha": -0.152,
  "charge": 1,
  "e_tot_ev": -89180.113,
  "elements": ["H", "C", "C", "C", "H", "C", "C", "H", "H", "H", "C", "C", "H", "C", "H", "H", "H", "C", "H", "H", "C", "C", "C", "C", "H", "C", "H", "F", "H", "H", "H", "C", "C", "H", "C", "C", "H", "H", "H", "H", "C", "C", "C", "C", "H", "H", "C", "C", "C", "H", "C", "H", "H", "C", "C", "C", "H", "H", "C", "H", "H", "F", "N", "H", "H", "H", "C", "H", "C", "H", "F", "C", "C", "C", "H", "H", "C", "H", "C", "C", "H", "H", "F", "C", "H", "H", "C", "C", "H", "C", "H", "H", "H", "H", "N", "H", "H", "C", "H", "N", "C", "C", "C", "H", "H", "N", "C", "C", "C", "F", "H", "C", "H", "H", "C", "H", "H", "H", "H", "C", "N", "F", "H", "C", "H", "C", "C", "H", "H", "C", "H", "C", "H", "H", "C", "H", "C", "C", "C", "H", "C", "H", "H"],
  "coordinates": [[5.92604, 2.09528, 2.60655], [-4.85449, 1.29804, 8.58240], [1.05316, -0.62023, -0.70412], [-0.19140, 2.07910, 0.89485], [5.15415, 6.64323, 3.54660], [1.38691, 4.85803, -3.27814], [-1.34326, 1.21787, 0.81607], [-11.04173, 7.74558, 2.57900], [5.86208, 4.64184, 2.25355], [-6.08562, 4.49029, 6.70943], [2.53624, -0.40122, -0.40336], [-5.74289, 3.59248, 7.23038], [0.68710, 6.05931, 0.42397], [-7.69878, 5.45211, 3.02815], [-8.16206, 8.30744, 3.38297], [-7.07358, 5.24976, 11.33895], [-1.81035, 4.22598, -2.05411], [3.85752, 3.95649, 1.87644], [-0.21895, 0.41608, -5.08795], [-9.33065, 7.24045, 4.14690], [0.33486, 4.17962, -2.39992], [2.07913, 5.43773, 2.68904], [0.22553, 6.78455, 3.80169], [-2.54246, -1.94780, 2.53201], [1.38365, 5.93958, -3.09819], [-7.16034, 4.33600, 2.32704], [-1.08768, 5.81724, -2.37044], [-3.57187, -1.85256, 3.43621], [2.74643, 7.16958, 3.79421], [-2.84137, 1.05097, 10.51349], [-0.05794, 3.59040, 3.96786], [-6.57650, 4.64093, 9.33101], [-6.15575, 3.26796, 4.35054], [6.29965, 3.60628, 0.41347], [4.79638, 4.83998, 2.40708], [5.01726, 1.71000, 2.12288], [-10.73142, 8.85354, 0.47832], [-5.23133, -0.58849, 9.55929], [3.15258, -0.69174, -1.26572], [-4.30762, 2.17251, 4.46672], [-10.11362, 8.31800, 2.47009], [-4.72318, 1.39368, 11.47936], [-6.93543, 4.32216, 10.77898], [-8.52000, 6.49921, -1.85262], [4.90843, 3.76727, -0.68151], [5.71430, 2.19703, -0.51040], [-5.16327, 2.54032, 6.47306], [-6.30133, 3.38600, 2.96621], [-4.39501, 0.09932, 9.35479], [1.36371, -2.41921, -1.90232], [-1.49772, 0.18646, 1.76983], [-3.65751, -0.45973, 8.77360], [0.00210, 5.06201, 2.61009], [-8.97290, 7.59260, 3.17364], [-1.05660, 4.75708, -2.64859], [-2.50508, -0.74805, 1.61826], [4.28358, 1.47606, 2.90280], [0.71350, 7.76592, 3.79776], [0.27546, 2.81654, 1.95810], [-0.66298, 6.93821, 1.17675], [-2.25445, 2.16713, -0.90278], [-1.38995, -2.08576, 3.25573], [-5.38974, 2.39310, 10.67820], [3.57475, 2.25948, 0.65498], [-0.06400, 2.86919, -4.68484], [-7.49672, 4.91850, 8.80322], [0.64476, 5.94145, 2.59850], [1.20057, 4.67340, -4.34353], [-5.40004, 2.39462, 9.31588], [-5.48113, 0.76623, 11.98256], [-5.57054, 1.54521, -0.36079], [0.01248, 0.79473, -4.09229], [-9.81996, 8.53086, 0.99763], [-9.47897, 7.40066, -1.09995], [-7.87993, 3.76848, 10.81563], [2.38148, 4.47160, -3.03073], [0.26623, -0.10113, -3.05587], [-10.27200, 9.29513, 2.92992], [0.51004, 1.75068, -1.52479], [-8.42750, 5.12046, -1.20532], [-9.34925, 8.44186, -1.42862], [0.48777, -0.39207, 0.21027], [-4.24210, 1.66022, -2.11467], [2.47980, 4.22672, 2.07221], [0.61793, 4.36118, -1.35918], [-8.87011, 6.41534, -2.88394], [-0.42300, 2.94774, 3.17215], [-8.44221, 6.43402, 2.39428], [-4.17408, 1.90099, 12.28576], [-5.85244, 3.51273, 11.46484], [2.73820, 0.65582, -0.19963], [0.95957, -2.73321, -0.19886], [-5.93036, 5.53017, 9.30623], [-4.99670, 4.17612, 11.69060], [0.64781, 2.26536, -0.17948], [2.84639, -0.98652, 0.47150], [5.26352, 0.77573, 1.60201], [-4.59536, 0.85695, -1.06368], [-9.08817, 9.35439, 0.89343], [1.50625, 3.35444, 1.48036], [-3.43427, 0.52947, -0.16884], [3.05024, 6.26075, 3.26798], [4.42468, 2.72758, 1.14838], [-1.23557, 2.24515, 3.32641], [-6.22082, 3.13146, 12.42627], [-9.31953, 7.35030, 0.33488], [0.56545, 0.35784, -1.77193], [0.08814, 2.16372, -3.86403], [-5.10135, 2.66389, 5.03256], [-5.20104, -0.24738, -1.58537], [-1.33535, 4.66053, -3.70691], [-2.33718, 1.36980, -0.17166], [0.25338, -1.17253, -3.26800], [-7.61117, 4.55981, -1.67495], [0.39832, 6.68019, 1.28156], [-10.51721, 7.11818, -1.35156], [-7.48386, 5.56593, 4.09406], [-5.75516, 2.68830, 2.32951], [-4.33822, 0.53883, 6.64512], [0.33305, 2.65945, -2.58121], [1.69311, 3.05596, 0.16505], [-2.71494, -3.12030, 1.84435], [-0.86079, 6.93911, 3.79274], [-4.73911, 1.38898, 7.20315], [-6.99197, 3.63347, 4.96348], [0.75169, -2.07972, -1.05575], [-3.77851, 0.50922, 10.68972], [0.48326, 6.26603, 4.73240], [-7.15311, 3.34936, 0.39112], [4.40367, 5.97062, 3.12398], [-7.52629, 6.96161, -1.87259], [-5.89638, 3.52604, 8.60637], [-0.79180, 0.12509, 2.59283], [-9.35338, 4.56894, -1.42423], [-7.50413, 4.22222, 0.94698], [-3.54504, -0.36691, 11.29814], [5.40376, 3.09928, 0.03259], [-3.51866, -0.56294, 0.68790], [-8.20630, 5.20300, 0.27361], [-4.36386, -1.23721, 0.64392], [-8.66780, 6.35217, 0.98712], [0.99299, 7.60258, 1.23607], [-0.30709, -2.20080, -1.31807]],
  "forces_ev_per_angstrom": [[-0.19, -0.11, -0.09], [-0.15, 0.36, -0.52], [-0.61, 0.07, 0.20], [0.55, -0.61, -2.84], [-0.23, -0.24, -0.13], [0.13, -0.13, 0.06], [-1.30, -0.69, 0.15], [0.11, 0.04, -0.03], [-0.44, 0.05, 0.11], [0.14, -0.22, 0.23], [0.18, 0.12, -0.09], [-0.24, -0.53, 0.25], [-0.06, 0.09, 0.10], [-0.31, 0.33, -0.38], [-0.12, -0.15, -0.09], [-0.11, -0.10, -0.04], [0.06, 0.13, -0.09], [0.28, -0.35, 0.12], [0.07, 0.11, 0.23], [0.14, 0.05, -0.08], [0.07, -0.34, 0.41], [-0.06, -0.04, -0.18], [0.00, -0.03, 0.04], [0.07, -0.79, 0.63], [-0.01, -0.19, -0.09], [-0.04, -0.65, 0.26], [0.00, -0.17, -0.11], [0.78, -0.19, -0.71], [0.11, -0.35, -0.25], [-0.10, -0.09, -0.04], [-0.12, -0.41, -0.05], [-0.04, 0.79, 0.21], [0.37, 0.12, 0.75], [-0.15, -0.16, -0.11], [-0.14, 0.41, 0.24], [-0.04, 0.04, 0.20], [0.17, -0.10, 0.07], [0.09, 0.20, -0.15], [-0.12, 0.01, 0.19], [-0.13, 0.00, 0.12], [-0.20, -0.20, -0.02], [-0.05, -0.73, 0.44], [-0.17, -0.22, -0.02], [0.28, 0.11, 0.14], [0.15, -0.06, 0.07], [-0.01, 0.18, 0.16], [0.12, 0.24, 0.41], [-0.50, 0.60, -0.55], [0.05, -0.49, 0.15], [-0.13, 0.01, 0.21], [0.28, 0.46, -0.62], [-0.13, 0.00, -0.01], [-0.11, 0.19, -0.12], [0.01, 0.56, 0.43], [-0.17, -0.04, -0.02], [-0.09, -0.09, 0.42], [0.18, -0.01, -0.03], [-0.14, -0.11, 0.06], [0.08, 0.84, 2.81], [0.19, -0.02, 0.04], [-0.04, -0.08, 0.11], [-1.06, 0.16, -0.61], [-0.20, -0.05, -0.38], [0.27, -0.11, 0.10], [0.04, -0.28, 0.27], [0.19, -0.01, -0.02], [-0.10, -0.47, 0.22], [0.05, 0.12, 0.19], [0.30, 0.32, -0.09], [0.11, 0.17, -0.14], [0.71, -0.55, -0.58], [0.01, 0.17, -0.01], [0.07, 0.75, 0.43], [-0.45, -0.24, -0.75], [0.11, 0.02, -0.01], [-0.10, 0.10, -0.10], [0.04, 0.21, -0.04], [-0.09, -0.10, 0.01], [0.22, -0.12, -0.82], [-0.29, -0.26, -0.53], [0.00, -0.22, 0.15], [0.21, -0.10, -0.11], [-0.37, -0.72, 0.98], [0.64, 0.74, -0.05], [-0.14, 0.19, -0.18], [0.13, 0.00, 0.07], [1.40, 0.06, -1.02], [0.49, -0.82, 0.33], [-0.08, -0.03, -0.22], [0.08, 0.68, 0.14], [0.01, -0.24, 0.00], [0.03, 0.18, -0.19], [-0.08, -0.12, 0.02], [-0.12, -0.19, -0.01], [1.46, 1.29, 2.03], [-0.05, 0.07, -0.21], [0.03, 0.21, 0.07], [-0.66, 0.17, -0.83], [-0.14, -0.25, -0.09], [-1.28, -0.34, -0.67], [-0.32, -0.23, -0.17], [0.23, -0.14, -0.15], [-0.60, -0.02, -0.02], [0.10, 0.39, 0.13], [0.08, 0.03, -0.21], [0.48, -0.55, 0.46], [0.24, -0.03, 0.21], [-0.03, -0.36, 0.01], [-1.39, -0.58, 0.02], [0.47, 0.95, 0.51], [0.02, 0.07, 0.22], [0.71, 0.12, 0.63], [0.05, 0.45, 0.12], [-0.17, 0.01, 0.14], [0.20, 0.03, -0.15], [0.21, 0.11, 0.10], [-0.11, 0.03, -0.35], [0.07, 0.23, -0.01], [0.00, 0.21, 0.22], [-0.20, 0.41, 0.06], [-1.56, -1.03, -0.91], [0.02, 1.16, 0.61], [0.22, 0.03, -0.04], [0.20, 0.40, -0.11], [0.53, 0.08, -0.25], [-0.03, 0.01, 0.06], [0.22, 0.25, -0.06], [-0.05, 0.16, -0.08], [-0.04, 0.27, 0.11], [0.01, -0.12, -0.02], [-0.10, -0.05, 0.00], [0.13, -0.47, -0.60], [0.03, -0.17, -0.23], [0.12, 0.05, 0.10], [0.29, 0.49, -0.18], [0.06, 0.05, -0.11], [-0.11, 0.15, -0.06], [0.05, 0.18, -0.16], [0.50, -0.35, 0.45], [0.04, -0.04, -0.05], [-0.20, 0.16, -0.22], [-0.13, -0.14, 0.00], [0.20, -0.06, 0.04]]
}